1.
ORCA calculation (ωB97M-V/def2-TZVPD) on 2 unconnected molecules or ions with the total composition C5H3F in a non-equilibrium geometry.

Structure (ORCA input):
```
! RIJCOSX wB97M-V def2-TZVPD def2/J DEFGRID3
* xyz 0 1
C -2.119 0.977 1.274
C 0.857 -0.526 -2.191
C -1.061 0.448 1.162
C 0.818 -0.570 -0.968
C 1.075 -0.469 0.365
F 1.884 0.587 0.663
H -3.023 1.294 1.784
H 0.797 -0.611 -3.190
H 0.773 -1.131 1.101
*
```

Summary:
HOMO level (spin up / spin down) ... -9.44 / -9.53 eV
E_tot ... -291.88229 Ha
Strongest force on any atom ... 5.3 eV/A
Kohn-Sham gap (spin up / spin down) ... 7.574 / 7.729 eV

2.
ORCA calculation (ωB97M-V/def2-TZVPD) on 2 unconnected molecules or ions with the total composition H3NOS in a non-equilibrium geometry.

Structure (ORCA input):
```
! RIJCOSX wB97M-V def2-TZVPD def2/J DEFGRID3
* xyz 0 1
O 2.373 -1.744 0.640
S 1.742 -2.344 -0.548
N -1.223 0.842 -0.175
H -1.537 1.832 -0.183
H -1.114 0.552 0.809
H -0.241 0.861 -0.544
*
```

Summary:
Structure (SMILES) ... O=S.N
HOMO level (spin up / spin down) ... -9.40 / -9.39 eV
E_tot ... -529.90811 Ha
Strongest force on any atom ... 1.4 eV/A
Kohn-Sham gap (spin up / spin down) ... 7.812 / 7.786 eV

3.
ORCA calculation (ωB97M-V/def2-TZVPD) on a single C5H10O2 molecule.

Structure (ORCA input):
```
! RIJCOSX wB97M-V def2-TZVPD def2/J DEFGRID3
* xyz 0 1
C -2.135 0.700 1.500
O -1.429 0.449 0.312
C -0.062 0.214 0.545
C 0.669 0.065 -0.788
C 2.123 -0.343 -0.578
C -0.054 -0.902 -1.709
O 0.507 -1.751 -2.363
H -2.036 -0.130 2.216
H -3.188 0.819 1.238
H -1.783 1.622 1.988
H 0.072 -0.693 1.160
H 0.386 1.052 1.106
H 0.612 1.044 -1.290
H 2.622 -0.511 -1.535
H 2.677 0.418 -0.019
H 2.170 -1.283 -0.018
H -1.152 -0.771 -1.765
*
```

Summary:
Structure (SMILES) ... COC[C@@H](C)C=O
HOMO level ... -9.58 eV
E_tot ... -346.96012 Ha
Strongest force on any atom ... 0.5 eV/A
Kohn-Sham gap ... 10.425 eV

4.
ORCA calculation (ωB97M-V/def2-TZVPD) on a molecular structure, C40H36MoN3O2S6.

Structure (ORCA input):
```
! RIJCOSX wB97M-V def2-TZVPD def2/J DEFGRID3
* xyz 1 1
Mo 0.040 -0.186 0.385
S 0.763 -0.188 -1.845
C 1.874 1.186 -1.981
C 2.682 1.301 -3.110
C 3.628 2.310 -3.204
C 3.783 3.228 -2.173
C 2.975 3.137 -1.050
C 2.023 2.129 -0.966
S 0.987 2.081 0.492
C -0.344 3.204 -0.046
C -1.672 2.534 -0.188
C -2.823 3.306 -0.155
C -4.041 2.714 -0.430
C -4.059 1.378 -0.787
C -2.875 0.664 -0.787
C -2.843 -0.753 -1.256
S -1.761 -1.778 -0.237
C -2.727 -1.889 1.262
C -3.719 -2.861 1.316
C -4.507 -2.976 2.447
C -4.286 -2.126 3.524
C -3.280 -1.175 3.475
C -2.475 -1.048 2.343
S -1.175 0.156 2.356
N -1.701 1.215 -0.426
H 2.566 0.584 -3.913
H 4.253 2.377 -4.084
H 4.528 4.009 -2.241
H 3.086 3.838 -0.232
H -0.049 3.601 -1.018
H -0.394 4.037 0.654
H -2.753 4.358 0.082
H -4.956 3.289 -0.389
H -4.981 0.882 -1.055
H -2.411 -0.794 -2.259
H -3.835 -1.198 -1.287
H -3.857 -3.531 0.475
H -5.281 -3.730 2.494
H -4.895 -2.212 4.414
H -3.100 -0.523 4.321
C 10.377 -3.577 0.273
C 9.030 -2.928 0.444
O 8.020 -3.318 -0.075
S 9.081 -1.514 1.547
C 7.366 -1.065 1.506
C 6.898 -0.212 0.512
C 5.548 0.075 0.432
C 4.653 -0.494 1.344
C 5.137 -1.317 2.362
C 6.492 -1.595 2.445
C 3.244 -0.318 1.163
C 2.048 -0.171 1.011
H 10.476 -3.924 -0.754
H 10.422 -4.443 0.935
H 11.191 -2.901 0.526
H 7.592 0.206 -0.206
H 5.167 0.718 -0.352
H 4.445 -1.748 3.073
H 6.869 -2.248 3.221
C 4.908 -4.321 0.447
C 4.726 -3.554 -0.856
C 3.294 -3.556 -1.386
N 2.364 -2.877 -0.485
C 1.539 -3.409 0.385
S 0.490 -2.483 1.361
N 1.607 -4.767 0.578
C 0.572 -5.627 0.989
O -0.550 -5.245 1.190
C 0.990 -7.051 1.152
C 0.190 -7.845 1.971
C 0.507 -9.176 2.177
C 1.616 -9.731 1.552
C 2.406 -8.951 0.720
C 2.098 -7.615 0.523
H 5.945 -4.255 0.773
H 4.672 -5.385 0.327
H 4.289 -3.909 1.248
H 5.371 -3.974 -1.630
H 5.055 -2.521 -0.714
H 2.932 -4.567 -1.576
H 3.245 -3.021 -2.336
H 2.381 -1.862 -0.488
H 2.502 -5.195 0.405
H -0.674 -7.397 2.441
H -0.112 -9.783 2.824
H 1.862 -10.773 1.709
H 3.260 -9.385 0.218
H 2.718 -7.044 -0.160
*
```

Summary:
HOMO level ... -10.17 eV
E_tot ... -4317.82736 Ha
Strongest force on any atom ... 0.5 eV/A
Kohn-Sham gap ... 6.640 eV

5.
ORCA calculation (ωB97M-V/def2-TZVPD) on a gas-phase ion, C7H9N4O (charge +1) in a non-equilibrium geometry.

Structure (ORCA input):
```
! RIJCOSX wB97M-V def2-TZVPD def2/J DEFGRID3
* xyz 1 1
C 1.842 -1.731 -0.078
C -0.248 -1.277 -0.124
C 0.446 -0.086 -0.051
C -1.139 1.825 -0.180
C -1.573 -1.640 0.032
C -3.092 0.237 0.010
C 2.982 0.367 0.196
N 0.678 -2.324 -0.199
N 1.771 -0.418 0.077
N 0.035 1.236 0.116
N -2.411 1.385 -0.135
O -2.674 -0.974 0.260
H 2.782 -2.315 0.108
H -1.155 2.863 -0.454
H -1.736 -2.760 0.072
H -4.181 0.393 0.219
H 3.498 0.046 1.173
H 3.642 -0.125 -0.728
H 2.803 1.432 0.009
H 0.839 1.851 0.085
H -3.109 2.015 -0.408
*
```

Summary:
HOMO level (spin up / spin down) ... -11.25 / -11.24 eV
E_tot ... -566.04533 Ha
Strongest force on any atom ... 3.8 eV/A
Kohn-Sham gap (spin up / spin down) ... 7.433 / 7.431 eV

6.
ORCA calculation (ωB97M-V/def2-TZVPD) on a gas-phase ion, C5H8NO6 (charge -1) in a non-equilibrium geometry.

Structure (ORCA input):
```
! RIJCOSX wB97M-V def2-TZVPD def2/J DEFGRID3
* xyz -1 1
O -0.026 -2.432 1.637
C -0.429 -1.691 0.715
O -0.803 -1.956 -0.434
C -0.487 -0.098 1.078
O -1.794 0.286 1.233
O 0.239 -0.026 2.326
C 0.018 0.757 -0.072
C 1.498 0.432 -0.211
C 2.088 0.001 -1.283
O 1.576 -0.251 -2.550
N -0.861 0.499 -1.300
O -1.859 1.472 -1.269
H -1.930 0.509 2.186
H 0.641 -0.873 2.283
H -0.021 1.718 0.324
H 2.043 0.688 0.625
H 3.194 -0.194 -1.256
H 0.696 0.050 -2.409
H -1.316 -0.408 -1.140
H -2.466 1.518 -0.482
*
```

Summary:
Structure (SMILES) ... O=C([O-])C(O)(O)[C@@H](/C=C\O)NO
HOMO level ... -4.62 eV
E_tot ... -701.51031 Ha
Strongest force on any atom ... 3.9 eV/A
Kohn-Sham gap ... 8.061 eV

7.
ORCA calculation (ωB97M-V/def2-TZVPD) on a molecular structure, C4H2O2Sc in a non-equilibrium geometry.

Structure (ORCA input):
```
! RIJCOSX wB97M-V def2-TZVPD def2/J DEFGRID3
* xyz 2 2
O 2.352 -0.494 -0.245
C 1.185 -0.612 -0.153
C -0.227 -0.628 -0.322
C -0.535 -1.930 0.157
H -1.189 -2.099 1.013
H -0.689 -2.356 -0.921
O -0.150 3.042 0.119
C 0.487 3.954 -0.105
Sc -1.234 1.122 0.457
*
```

Summary:
HOMO level (spin up / spin down) ... -17.81 / -18.49 eV
E_tot ... -1063.92354 Ha
Strongest force on any atom ... 5.5 eV/A
Kohn-Sham gap (spin up / spin down) ... 6.874 / 8.247 eV

8.
ORCA calculation (ωB97M-V/def2-TZVPD) on 7 unconnected molecules or ions with the total composition C33H34F2N4O in a non-equilibrium geometry.

Structure (ORCA input):
```
! RIJCOSX wB97M-V def2-TZVPD def2/J DEFGRID3
* xyz 0 1
F 2.092 1.511 -0.201
C 0.896 1.034 0.210
C -0.077 1.936 0.573
C -1.310 1.462 0.974
C -1.525 0.089 0.998
C -0.516 -0.813 0.702
C 0.702 -0.326 0.280
H 0.199 2.984 0.536
H -2.141 2.065 1.312
H -2.517 -0.264 1.259
H -0.723 -1.871 0.789
H 1.516 -0.963 -0.048
F -5.038 -5.507 -3.199
C -4.764 -4.282 -2.691
C -4.692 -4.124 -1.322
C -4.441 -2.848 -0.851
C -4.098 -1.813 -1.702
C -4.113 -2.022 -3.075
C -4.495 -3.259 -3.569
H -4.884 -4.958 -0.662
H -4.495 -2.619 0.208
H -3.838 -0.841 -1.302
H -3.801 -1.267 -3.784
H -4.504 -3.465 -4.632
C 5.019 4.121 -0.768
C 4.838 3.354 -1.906
C 5.819 3.358 -2.879
N 6.996 3.950 -2.714
C 7.205 4.602 -1.585
C 6.246 4.747 -0.591
H 4.258 4.120 0.001
H 3.865 2.888 -2.016
H 5.677 2.849 -3.826
H 8.179 5.065 -1.472
H 6.524 5.270 0.315
C 4.308 0.008 1.813
C 5.158 0.560 2.745
C 6.315 1.194 2.287
N 6.617 1.327 1.003
C 5.826 0.727 0.138
C 4.657 0.054 0.466
H 3.394 -0.487 2.126
H 4.986 0.518 3.812
H 7.017 1.620 2.996
H 6.064 0.776 -0.922
H 4.022 -0.434 -0.257
C -1.968 -4.320 2.158
C -2.448 -3.215 2.854
C -3.705 -3.299 3.439
N -4.482 -4.366 3.318
C -4.005 -5.415 2.658
C -2.709 -5.486 2.168
H -0.923 -4.321 1.862
H -1.767 -2.395 3.043
H -4.060 -2.462 4.032
H -4.683 -6.240 2.461
H -2.345 -6.386 1.692
C -4.504 3.862 -0.016
C -3.447 4.682 -0.358
C -3.651 5.685 -1.292
N -4.813 5.897 -1.888
C -5.837 5.128 -1.542
C -5.729 4.081 -0.639
H -4.404 3.085 0.731
H -2.466 4.543 0.080
H -2.805 6.280 -1.618
H -6.782 5.303 -2.044
H -6.551 3.406 -0.441
C 3.166 -3.751 -0.166
O 1.999 -4.359 0.394
H 2.983 -2.678 -0.130
H 4.042 -3.866 0.482
H 3.349 -4.113 -1.175
H 2.123 -5.311 0.370
*
```

Summary:
Structure (SMILES) ... Fc1ccccc1.Fc1ccccc1.c1ccncc1.c1ccncc1.c1ccncc1.c1ccncc1.CO
HOMO level ... -9.39 eV
E_tot ... -1771.81172 Ha
Strongest force on any atom ... 1.5 eV/A
Kohn-Sham gap ... 9.766 eV

9.
ORCA calculation (ωB97M-V/def2-TZVPD) on 2 unconnected molecules or ions with the total composition C8H15N2O2S in a non-equilibrium geometry.

Structure (ORCA input):
```
! RIJCOSX wB97M-V def2-TZVPD def2/J DEFGRID3
* xyz 1 1
C 1.279 0.190 -0.746
C -2.597 -0.951 -0.732
C -1.792 -1.697 -1.522
C -1.045 -0.235 1.028
C 3.329 -2.258 -0.004
C -2.453 2.284 -0.274
C 3.051 -1.554 -1.352
C -2.854 1.127 0.639
N 1.832 -0.738 -1.157
N -2.097 -0.038 0.244
O 0.472 1.010 -0.554
O -3.928 -1.115 -0.555
S -0.333 -1.798 1.141
H -2.208 -2.444 -2.156
H -0.683 -1.546 -1.625
H -0.649 0.467 1.760
H 3.459 -1.579 0.832
H 2.533 -2.975 0.272
H 4.193 -2.851 0.036
H -2.699 3.216 0.193
H -1.384 2.196 -0.234
H -3.112 2.281 -1.107
H 3.818 -0.821 -1.618
H 2.776 -2.184 -2.192
H -3.943 0.996 0.718
H -2.461 1.444 1.627
H -4.328 -1.741 -1.145
H 0.403 -1.600 2.262
*
```

Summary:
HOMO level ... -12.99 eV
E_tot ... -971.68850 Ha
Strongest force on any atom ... 3.9 eV/A
Kohn-Sham gap ... 8.670 eV

10.
ORCA calculation (ωB97M-V/def2-TZVPD) on a molecular structure, ArH26HeO13 in a non-equilibrium geometry.

Structure (ORCA input):
```
! RIJCOSX wB97M-V def2-TZVPD def2/J DEFGRID3
* xyz 0 1
He -8.299 19.683 -15.562
Ar -9.407 16.786 -15.387
O -10.472 13.671 -15.225
H -10.202 13.069 -14.532
H -10.755 14.460 -14.762
O -6.061 17.846 -17.545
H -5.776 17.312 -18.286
H -6.946 18.128 -17.780
O -12.881 15.511 -15.207
H -13.386 16.182 -14.748
H -12.948 14.736 -14.648
O -8.811 15.951 -18.425
H -8.574 16.876 -18.484
H -8.636 15.602 -19.300
O -10.295 19.840 -13.355
H -10.518 20.479 -12.678
H -10.563 18.998 -12.988
O -6.767 14.408 -13.138
H -6.589 14.667 -14.042
H -6.004 13.889 -12.883
O -10.910 18.848 -17.350
H -11.370 19.396 -16.714
H -11.525 18.143 -17.549
O -6.330 15.809 -15.662
H -6.666 15.157 -16.278
H -6.282 16.618 -16.172
O -11.344 17.269 -12.146
H -12.182 17.187 -12.602
H -10.934 16.409 -12.239
O -7.671 19.135 -12.261
H -7.095 19.798 -12.642
H -8.526 19.303 -12.656
O -8.416 18.694 -18.675
H -9.131 18.932 -18.084
H -8.342 19.437 -19.273
O -7.906 13.971 -16.855
H -8.144 14.639 -17.497
H -8.660 13.925 -16.266
O -13.139 17.129 -17.435
H -12.854 16.459 -16.813
H -13.853 16.717 -17.921
*
```

Summary:
HOMO level ... -9.82 eV
E_tot ... -1524.13402 Ha
Strongest force on any atom ... 1.1 eV/A
Kohn-Sham gap ... 9.394 eV

11.
ORCA calculation (ωB97M-V/def2-TZVPD) on 3 unconnected molecules or ions with the total composition C4H14N2OS in a non-equilibrium geometry.

Structure (ORCA input):
```
! RIJCOSX wB97M-V def2-TZVPD def2/J DEFGRID3
* xyz 0 1
C -1.765 -2.026 -0.467
N -1.860 -1.163 0.815
C -0.922 -0.098 0.686
C 0.529 -0.358 1.075
S 1.519 1.169 0.819
C -1.075 0.577 -0.725
N -0.781 2.048 -0.663
H -2.079 -3.120 -0.349
H -2.539 -1.610 -1.175
H -0.876 -2.165 -0.970
H -1.228 -2.218 0.933
H -1.241 0.672 1.412
H 0.441 -0.753 2.089
H 1.017 -1.047 0.336
H 0.163 -2.779 1.392
H -2.121 0.476 -0.982
H -0.431 -0.071 -1.378
H -0.627 2.532 -1.501
H 0.081 2.111 -0.072
H 3.060 -0.746 -2.199
H 2.355 0.038 -1.043
O 2.202 -0.599 -1.759
*
```

Summary:
HOMO level ... -8.16 eV
E_tot ... -743.40138 Ha
Strongest force on any atom ... 5.6 eV/A
Kohn-Sham gap ... 4.382 eV

12.
ORCA calculation (ωB97M-V/def2-TZVPD) on 2 unconnected molecules or ions with the total composition C3H9NO in a non-equilibrium geometry.

Structure (ORCA input):
```
! RIJCOSX wB97M-V def2-TZVPD def2/J DEFGRID3
* xyz 0 1
C 2.243 5.259 2.554
O 2.818 4.247 2.257
H 1.535 5.707 1.842
H 2.408 5.741 3.533
C -1.588 -1.703 -1.913
N -1.155 -2.753 -1.018
C -0.203 -2.287 -0.006
H -2.019 -0.887 -1.330
H -0.899 -1.261 -2.624
H -2.435 -2.067 -2.510
H -0.769 -3.526 -1.541
H 0.830 -2.286 -0.369
H -0.309 -2.923 0.871
H -0.458 -1.262 0.254
*
```

Summary:
Structure (SMILES) ... C=O.CNC
HOMO level ... -8.68 eV
E_tot ... -249.63703 Ha
Strongest force on any atom ... 1.4 eV/A
Kohn-Sham gap ... 9.585 eV

Q: Look up the E_tot of the eleventh one.
A: -743.40138 Ha

Q: Which of these has the highest strongest force on any atom?
A: C4H14N2OS